1.
2 unconnected molecules or ions with the total composition C4H12S2. Source: OMol25; level of theory: ωB97M-V/def2-TZVPD.

Output
**Net charge**: 0
**Kohn-Sham gap**: 9.2 eV
**Relative energy (zero: lowest compared OMol25 entry of this formula, charge and spin)**: 8.85 kcal/mol
**HOMO energy**: -0.3047 Ha
**Electronic energy**: -955.9504 a.u.

Last column: natural (NBO) charge in e.
Atoms and positions in Å:
C 2.7592 -0.4615 0.6442  -0.74
S 1.4121 -0.2217 -0.5525  0.16
C 1.6383 1.5542 -0.8848  -0.73
H 3.1957 -1.4091 0.4318  0.22
H 3.5589 0.2452 0.4383  0.22
H 2.4062 -0.4677 1.6682  0.21
H 1.1850 1.7488 -1.8531  0.23
H 2.6951 1.7925 -0.9712  0.21
H 1.1279 2.1468 -0.1304  0.21
C -2.1770 0.3789 1.1579  -0.74
S -2.5729 0.2986 -0.6141  0.17
C -2.2571 -1.4603 -0.8972  -0.74
H -2.7862 -0.3304 1.7111  0.21
H -1.1072 0.2073 1.2633  0.22
H -2.4406 1.3870 1.4748  0.22
H -2.1793 -1.5924 -1.9700  0.23
H -3.1039 -2.0429 -0.5408  0.21
H -1.3541 -1.7734 -0.3756  0.22

=====

2.
A molecular structure, C4H9NO3S at a distorted geometry. Source: OMol25; level of theory: ωB97M-V/def2-TZVPD.

Output
**Net charge**: 0
**Kohn-Sham gap**: 9.8 eV
**Relative energy (zero: lowest compared OMol25 entry of this formula, charge and spin)**: 37.42 kcal/mol
**HOMO energy**: -0.3577 Ha
**Electronic energy**: -836.4061 a.u.

Last column: natural (NBO) charge in e.
Atoms and positions in Å:
C 1.6943 1.8709 -0.2268  0.03
C -1.5440 -0.0625 0.0208  0.62
C -1.4721 -1.0889 1.2125  -0.72
C -1.6845 -0.5752 -1.3700  -0.75
N 1.6550 1.0915 0.7498  -0.66
O 1.5310 -1.5089 -0.2516  -0.93
O 3.6347 -0.3411 -0.3359  -0.92
O -1.4343 1.1202 0.2397  -0.59
S 2.6090 -0.9190 0.5034  1.69
H 0.8284 2.6437 -0.3869  0.19
H 2.6417 1.9784 -0.8669  0.21
H -2.0710 -0.6242 2.0221  0.24
H -0.4857 -0.7835 1.5829  0.24
H -1.7704 -2.0417 0.9201  0.23
H -1.7653 0.2050 -2.1434  0.23
H -2.6187 -1.1489 -1.4896  0.24
H -0.6898 -0.9836 -1.6259  0.27
H 0.9416 1.1677 1.4456  0.39